No. 1
This record from the OMol25 dataset describes a structure of composition C11H17N2RbSSiTe4. The level of theory is ωB97M-V/def2-TZVPD.

Orbital gap (hartree): 0.1376
Charge: -2
Molecular weight (g/mol): 833.29
LUMO level (eV): 3.4
Multiplicity: 1
Relative energy (zero: lowest compared OMol25 entry of this formula, charge and spin) (kcal/mol): 0.0

CARTESIAN COORDINATES (ANGSTROEM)
Rb  3.0444  0.0876  -0.4992
Te  7.6708  -1.9028  2.8109
Te  5.9800  -0.7628  1.0725
Te  7.7072  -0.4379  -0.9738
Te  6.2521  1.3248  -2.4210
C  -2.9696  1.0500  3.0405
Si  -2.5284  2.4332  1.8180
C  -1.6820  3.8531  2.7523
C  -4.2272  3.1742  1.3431
C  -1.7486  1.8867  0.2129
C  -2.3548  2.0274  -1.0263
C  -1.6999  1.6079  -2.1807
C  -0.4430  1.0548  -2.0459
N  0.1847  0.8916  -0.8795
C  -0.4447  1.2906  0.2473
S  0.3341  1.0707  1.7574
H  -3.6939  1.3998  3.7822
H  -2.0758  0.7038  3.5557
H  -3.4080  0.1951  2.5175
H  -2.3756  4.3306  3.4514
H  -1.3255  4.6167  2.0554
H  -0.8219  3.4811  3.3035
H  -4.7482  3.5188  2.2396
H  -4.8680  2.4375  0.8486
H  -4.1197  4.0305  0.6707
H  -3.3427  2.4731  -1.0940
H  -2.1491  1.7097  -3.1607
H  0.1011  0.7144  -2.9231
C  1.5546  -6.1760  -2.0490
C  2.5888  -5.2271  -2.6694
C  2.7781  -3.9974  -1.8997
N  3.1014  -2.9543  -1.5556
H  1.4650  -7.0813  -2.6483
H  0.5790  -5.6942  -1.9963
H  1.8489  -6.4547  -1.0383
H  2.2807  -4.9498  -3.6770
H  3.5557  -5.7253  -2.7415

In the natural (NBO) picture, each atom carries the following charge in e: 0.89 -0.74 -0.23 -0.14 -0.82 -1.11 1.66 -1.11 -1.12 -0.57 -0.14 -0.36 0.05 -0.54 0.09 -0.44 0.21 0.26 0.23 0.21 0.23 0.26 0.22 0.22 0.22 0.20 0.20 0.17 -0.59 -0.50 0.28 -0.30 0.20 0.21 0.22 0.24 0.25


No. 2
This record from the OMol25 dataset describes the ion C2ClO4 with charge -1. The level of theory is ωB97M-V/def2-TZVPD.

Orbital gap (hartree): 0.3115
Charge: -1
Molecular weight (g/mol): 123.47
LUMO level (eV): 3.6
Multiplicity: 1
SMILES string: O=C([O-])C1(Cl)OO1
Relative energy (zero: lowest compared OMol25 entry of this formula, charge and spin) (kcal/mol): 129.1

CARTESIAN COORDINATES (ANGSTROEM)
O  -0.9201  -1.8342  0.1265
C  -0.7726  -0.6358  0.0455
O  -1.6117  0.2465  0.0827
C  0.7165  -0.0066  -0.1998
Cl  1.9282  -0.4132  1.1191
O  1.2127  0.3071  -1.4592
O  0.7607  1.3055  -0.6778

In the natural (NBO) picture, each atom carries the following charge in e: -0.72 0.73 -0.72 0.36 -0.13 -0.27 -0.26


No. 3
This record from the OMol25 dataset describes a cluster of 19 separate species, C48H82N14O5S5 in total. The level of theory is ωB97M-V/def2-TZVPD.

Orbital gap (hartree): 0.2933
Molecular weight (g/mol): 1095.61
LUMO level (eV): 0.0
Multiplicity: 1

CARTESIAN COORDINATES (ANGSTROEM)
C  0.4431  0.0622  -4.0805
S  1.9141  -0.1429  -5.1756
O  1.7236  0.3244  -6.6282
C  1.9256  -1.9989  -5.3717
H  0.4229  1.1194  -3.8159
H  0.5777  -0.5263  -3.1730
H  -0.4737  -0.1639  -4.6250
H  1.4789  -2.4714  -4.4968
H  2.9719  -2.1516  -5.6362
H  1.2819  -2.2288  -6.2207
C  5.0721  5.2354  -1.5528
S  4.0878  4.2398  -2.7972
O  3.3575  5.2301  -3.6490
C  2.8125  3.6437  -1.6495
H  6.0132  5.5387  -2.0116
H  5.3771  4.8144  -0.5947
H  4.5744  6.1945  -1.4098
H  1.8454  3.5105  -2.1343
H  2.6622  4.3010  -0.7931
H  3.1040  2.6985  -1.1915
C  0.8569  1.5261  0.5151
S  0.1002  -0.0731  -0.1424
O  0.8110  -1.2318  0.5789
C  -1.5509  0.1161  0.7186
H  0.7696  1.4216  1.5965
H  0.3639  2.4681  0.2753
H  1.9140  1.5209  0.2494
H  -2.1272  0.9431  0.3039
H  -1.3567  0.3714  1.7603
H  -2.1957  -0.7589  0.6358
C  -4.5404  2.2297  -1.3120
S  -3.2940  1.2710  -2.3454
O  -4.0068  0.1488  -3.1126
C  -2.6334  2.5904  -3.4327
H  -5.3258  2.6823  -1.9173
H  -4.1677  3.0383  -0.6833
H  -4.9678  1.5096  -0.6142
H  -3.1556  2.8189  -4.3617
H  -1.6861  2.2599  -3.8587
H  -2.3265  3.4819  -2.8857
C  1.6370  -6.3412  0.9008
S  2.5609  -5.7875  -0.6228
O  2.4300  -6.8551  -1.7392
C  1.3747  -4.3992  -1.0383
H  1.6421  -5.5742  1.6753
H  2.1735  -7.1828  1.3389
H  0.6389  -6.7564  0.7620
H  1.8447  -3.8973  -1.8841
H  1.3146  -3.7079  -0.1978
H  0.3950  -4.7905  -1.3124
C  -2.5967  -5.9771  -0.3609
C  -2.8417  -4.7646  0.3823
N  -3.0419  -3.7882  0.9574
H  -3.5927  -6.3228  -0.6375
H  -2.1778  -6.7042  0.3348
H  -1.9748  -5.9122  -1.2537
C  -0.0916  6.0499  0.0219
C  -0.9432  4.8721  -0.1692
N  -1.5755  3.9232  -0.2274
H  0.9562  5.8149  -0.1650
H  -0.1463  6.4862  1.0193
H  -0.3547  6.8658  -0.6512
C  -5.6811  4.6405  1.2419
C  -6.3100  5.0972  -0.0072
N  -6.8539  5.4484  -0.9379
H  -6.4478  4.3464  1.9588
H  -5.3639  5.5591  1.7355
H  -4.9151  3.8681  1.1729
C  2.8581  0.9135  3.8594
C  1.4006  0.7556  3.9333
N  0.2554  0.5360  4.0193
H  3.2256  0.4264  4.7626
H  3.0630  1.9837  3.8884
H  3.3447  0.3315  3.0767
C  -3.0918  0.8455  6.5217
C  -3.5805  -0.3272  5.7319
N  -3.9672  -1.2395  5.1723
H  -2.6821  0.5146  7.4760
H  -3.8826  1.5723  6.7076
H  -2.2923  1.3452  5.9746
C  -1.7061  3.1623  3.5662
C  -0.3555  3.6163  3.3038
N  0.7339  3.9797  3.0388
H  -2.4059  3.5113  2.8068
H  -1.9528  3.5476  4.5555
H  -1.8058  2.0769  3.5674
C  7.0685  2.2339  -1.4459
C  7.6748  3.1691  -2.3420
N  8.1491  3.9928  -2.9947
H  6.6643  2.7648  -0.5840
H  7.8062  1.5003  -1.1206
H  6.2042  1.8253  -1.9695
C  -6.9743  0.6067  3.3508
C  -5.6852  1.1813  2.8442
N  -4.8145  1.7409  2.4361
H  -6.7520  -0.3344  3.8538
H  -7.7711  0.3167  2.6659
H  -7.3707  1.2969  4.0956
C  -0.6230  -3.2712  3.2392
C  -0.0893  -3.6336  4.5384
N  0.3329  -3.9761  5.5887
H  -1.7066  -3.2156  3.1358
H  -0.4728  -4.0450  2.4864
H  -0.0960  -2.3607  2.9540
N  6.1056  2.5735  2.5467
C  5.9113  1.6133  1.6012
C  4.6724  1.7709  0.9733
C  4.1018  2.8915  1.5840
C  4.9638  3.3104  2.5473
H  6.8523  2.6838  3.2178
H  6.7588  0.9943  1.3463
H  4.3869  1.1467  0.1395
H  3.1494  3.3153  1.3018
H  4.8364  4.0471  3.3267
N  -6.4572  -1.3332  -1.6189
C  -5.5372  -1.9342  -0.7480
C  -6.2849  -2.2326  0.3881
C  -7.6330  -1.7527  0.2732
C  -7.6566  -1.1466  -0.9949
H  -6.2231  -1.1512  -2.5844
H  -4.5317  -2.1887  -1.0491
H  -5.8869  -2.6369  1.3071
H  -8.5335  -1.7820  0.8687
H  -8.5058  -0.7122  -1.5016
N  2.7248  -2.5157  2.1481
C  3.8209  -2.1290  1.4791
C  4.8494  -2.9433  1.9602
C  4.3476  -3.9408  2.7817
C  3.0066  -3.6247  2.9096
H  1.7472  -2.2778  2.0594
H  3.7979  -1.3408  0.7412
H  5.9048  -2.8005  1.7812
H  4.8564  -4.7541  3.2775
H  2.2345  -4.1571  3.4451
N  -3.9889  -3.1456  -4.1559
C  -2.7878  -2.5161  -4.0151
C  -1.8110  -3.4563  -3.8510
C  -2.4022  -4.7237  -3.7664
C  -3.7468  -4.5086  -4.0951
H  -4.8322  -2.6267  -4.3550
H  -2.8038  -1.4374  -4.0654
H  -0.7532  -3.2414  -3.8152
H  -1.9763  -5.7162  -3.7676
H  -4.5086  -5.2589  -4.2466
N  5.2094  -0.2495  -3.2162
C  4.0546  0.3465  -2.8132
C  3.3422  -0.5452  -2.0386
C  4.1796  -1.6942  -1.9346
C  5.2555  -1.5473  -2.7444
H  5.9410  0.1449  -3.7901
H  3.8581  1.3811  -3.0528
H  2.4160  -0.4805  -1.4870
H  4.0624  -2.6212  -1.3929
H  6.0975  -2.2142  -2.8572

Results of the Löwdin charge analysis, in e, for atoms 1 through 99: -0.25 0.84 -0.58 -0.21 0.03 0.02 0.05 0.02 0.04 0.05 -0.23 0.83 -0.55 -0.27 0.03 0.04 0.05 0.06 0.03 0.01 -0.21 0.87 -0.59 -0.22 0.00 0.02 0.01 0.00 0.02 0.05 -0.23 0.84 -0.58 -0.25 0.05 0.00 0.03 0.06 0.02 0.03 -0.25 0.85 -0.59 -0.23 0.01 0.04 0.04 0.03 0.02 0.04 -0.06 -0.25 0.16 0.09 0.08 0.06 -0.05 -0.24 0.17 0.07 0.08 0.09 -0.08 -0.29 0.13 0.08 0.08 0.02 -0.04 -0.25 0.16 0.09 0.07 0.07 -0.06 -0.27 0.13 0.08 0.08 0.05 -0.08 -0.27 0.15 0.06 0.08 0.04 -0.07 -0.30 0.15 0.06 0.10 0.06 -0.04 -0.24 0.16 0.07 0.07 0.08 -0.08


No. 4
This record from the OMol25 dataset describes the molecule C2HCl2NO2. The level of theory is ωB97M-V/def2-TZVPD.

Orbital gap (alpha / beta) (hartree): 0.3176 / 0.3176
Molecular weight (g/mol): 141.94
LUMO level (alpha / beta) (eV): -0.9 / -0.9
Multiplicity: 1
SMILES string: O=C[N+]([O-])=C(Cl)Cl
Relative energy (zero: lowest compared OMol25 entry of this formula, charge and spin) (kcal/mol): 7.8

CARTESIAN COORDINATES (ANGSTROEM)
O  1.2336  -1.3079  -0.4075
C  0.2785  -0.5962  -0.3177
N  -1.0940  -1.0935  -0.2837
O  -1.2941  -2.2853  -0.3275
C  -1.9791  -0.1926  -0.0939
Cl  -1.7767  1.4960  0.0538
Cl  -3.6974  -0.6433  -0.0895
H  0.0829  0.5096  -0.3822

In the natural (NBO) picture, each atom carries the following charge in e: -0.42 0.51 -0.01 -0.46 0.08 0.10 0.06 0.13


multiplicity of number 3 (C48H82N14O5S5)? 1


Number 4 is which compound? C2HCl2NO2